Below is a cluster of 9 separate species, C46H98F9N6O10S3 in total, with properties calculated with wB97M-V/def2-TZVPD.

Cartesian coordinates (Å):
S 15.26257 -19.73557 12.48366
S 11.32710 -17.67198 2.70352
S 4.35916 -11.37388 -2.70887
F 6.46017 -12.45566 -1.48714
F 14.42965 -17.06055 12.22557
F 5.66881 -13.59784 -3.16421
F 13.80567 -18.41533 10.54851
F 11.46255 -16.54581 0.17183
F 13.16824 -15.95271 1.45749
F 6.90042 -11.84258 -3.55276
F 12.82581 -18.40968 12.49327
F 13.09776 -17.87770 0.65095
O 4.74127 -9.96320 -2.71800
O 12.33185 -18.28228 3.55632
O 15.38714 -19.46670 13.92757
O 3.92037 -18.19982 5.33958
O 16.59119 -19.46206 11.85401
O 10.57059 -16.55218 3.33571
O 14.67514 -21.05043 12.14764
O 3.67786 -11.66561 -3.96383
O 3.68540 -11.87446 -1.50953
O 10.54619 -18.72411 1.98997
N 18.16984 -11.87844 -5.24559
N 5.24331 -16.16851 5.25962
N 10.78966 -22.83651 -4.47566
N 8.58488 -26.49305 4.91734
N 19.59210 -17.32253 5.90549
N 9.31298 -8.60960 8.22339
C 10.54784 -10.74903 8.41001
C 9.91132 -25.79010 5.32505
C 19.51714 -21.32679 6.50773
C 10.44948 -9.40201 7.58675
C 6.97786 -7.66003 5.20853
C 12.29911 -23.83403 -2.57569
C 11.79314 -22.53531 -3.34066
C 13.97855 -18.30308 11.85786
C 12.30461 -16.93903 1.15619
C 12.94518 -23.53745 -1.28931
C 9.75606 -7.23983 8.73755
C 15.99467 -11.42952 -4.36240
C 9.88231 -25.83165 6.80693
C 19.84031 -16.76519 7.30812
C 9.29671 -20.86011 -4.49899
C 9.37124 -23.19448 -4.00226
C 20.83062 -17.08889 5.00923
C 5.51878 -24.84987 2.92914
C 6.57882 -25.93872 3.30575
C 7.85882 -26.66039 6.24335
C 20.16855 -12.06841 -7.01456
C 18.78741 -12.82067 -4.16965
C 8.71624 -21.89164 -3.62617
C 5.82068 -18.24541 6.79582
C 21.23828 -11.14859 -7.50368
C 4.86099 -17.57850 5.81306
C 8.46679 -25.65153 7.15752
C 8.83813 -27.88813 4.30397
C 8.08561 -8.52939 7.31881
C 19.37752 -15.05328 4.70120
C 20.13313 -19.94422 6.27872
C 10.44237 -21.52416 -5.24542
C 9.20974 -10.93930 9.07868
C 17.12194 -12.63640 -6.11317
C 4.32110 -15.87329 4.03729
C 19.11989 -18.82280 5.87728
C 18.56858 -16.35233 5.21000
C 8.25854 -7.55395 6.07582
C 8.83733 -9.49843 9.41907
C 17.33519 -10.79133 -4.52134
C 5.96838 -12.38644 -2.73493
C 15.72775 -12.22997 -5.58520
C 19.24039 -11.22025 -6.10840
C 7.89165 -25.46650 3.92784
C 20.88449 -15.58321 4.54777
C 11.36362 -23.97019 -5.32090
H 19.28667 -13.63733 -4.69109
H 21.99993 -11.60185 -8.13816
H 8.50704 -20.50178 -5.15938
H 18.27414 -18.78380 6.56377
H 20.63385 -17.75291 4.16753
H 8.01167 -9.52620 6.88406
H 8.00970 -27.68160 6.59331
H 20.28785 -22.07652 6.68669
H 17.25836 -13.71674 -6.16192
H 7.68432 -24.58139 4.52925
H 11.29688 -20.85463 -5.34350
H 18.92271 -14.61424 3.81323
H 13.81603 -22.92330 -1.51856
H 5.23947 -24.31966 3.83961
H 5.05021 -16.00324 3.23753
H 11.29845 -8.73905 7.75359
H 17.18194 -10.01102 -5.26681
H 9.47161 -23.95786 -3.23072
H 15.00705 -13.04430 -5.51064
H 6.18742 -16.14066 4.90189
H 8.94137 -23.62938 -4.90457
H 7.83251 -9.36044 9.81833
H 7.01200 -8.66050 4.77728
H 7.67433 -22.06496 -3.89541
H 6.78887 -26.47671 6.14552
H 15.98620 -12.05193 -3.46763
H 8.27410 -6.50071 6.35609
H 3.37434 -16.40992 3.97591
H 11.43621 -24.88280 -4.72931
H 20.93649 -20.03987 5.54828
H 20.67629 -17.35629 7.68206
H 10.21224 -9.60480 6.54239
H 20.77318 -10.45404 -8.20324
H 18.90501 -21.73647 5.70427
H 19.61611 -12.43311 -7.88054
H 8.81450 -21.65875 -2.56588
H 18.13415 -16.94838 4.40745
H 9.33626 -28.49108 5.06319
H 10.18052 -21.71263 -6.28659
H 21.22552 -15.65732 3.51513
H 8.23433 -25.77719 8.21500
H 8.82888 -6.70086 8.93235
H 5.12322 -15.44753 5.95666
H 9.21531 -7.81440 5.62322
H 21.57252 -17.66413 5.56310
H 13.31944 -24.39936 -0.73692
H 11.18357 -21.90557 -2.69262
H 6.75578 -18.46616 6.28109
H 10.33677 -7.22309 9.65984
H 11.29540 -10.67728 9.20001
H 6.74977 -26.50321 2.38911
H 7.13101 -8.49031 7.84349
H 8.06631 -24.65902 6.95103
H 18.62972 -18.90080 4.90684
H 12.35873 -23.69556 -5.67082
H 18.77832 -10.41946 -6.68575
H 19.83028 -10.70859 -5.34790
H 18.96615 -16.77549 7.95914
H 4.11464 -14.80376 4.07723
H 6.24333 -17.54499 7.51615
H 8.58827 -24.97861 3.24610
H 11.59999 -24.66010 -2.44565
H 10.84440 -11.53261 7.71276
H 9.55195 -27.84062 3.48159
H 17.79785 -16.23870 5.97235
H 6.06809 -26.65127 3.95345
H 17.84119 -10.35873 -3.65826
H 15.18288 -11.64805 -6.32856
H 12.30625 -23.12546 -0.50820
H 18.00907 -13.06512 -3.44679
H 20.11775 -15.71566 7.21005
H 6.94207 -6.85248 4.47729
H 19.55165 -12.24585 -3.64657
H 15.18155 -10.70450 -4.39821
H 10.34670 -26.70240 7.26976
H 10.71693 -26.37446 4.88049
H 5.86120 -24.14703 2.16961
H 17.32052 -12.38625 -7.15534
H 10.40500 -24.95867 7.19783
H 7.83957 -28.20303 4.00094
H 10.64794 -24.15702 -6.12153
H 21.73578 -10.53209 -6.75500
H 5.29620 -19.06709 7.28354
H 6.04222 -7.58923 5.76321
H 12.60699 -21.91486 -3.71588
H 18.92815 -21.29121 7.42421
H 8.40719 -11.42708 8.52543
H 9.36296 -11.58354 9.94445
H 10.36350 -6.78941 7.95255
H 9.43904 -9.23939 10.29024
H 20.55817 -12.89253 -6.41696
H 4.63221 -25.28359 2.46658
H 9.91540 -24.75496 4.98365
H 21.63866 -14.98765 5.06220
H 9.70597 -19.99554 -3.97638
H 19.43013 -14.23137 5.41520
H 20.60700 -19.54941 7.17743
H 13.10672 -24.22699 -3.19331

Its maximum force is 4.044 eV Å⁻¹. The value obtained for the HOMO-LUMO gap is 4.17 eV. The total charge is +3. The total energy is -135637.695 eV.

Atomic partial charges in e from the Löwdin method, atoms 1 to 5: atom 1 (S): 0.51, atom 2 (S): 0.50, atom 3 (S): 0.46, atom 4 (F): 0.09, atom 5 (F): 0.07